Here is a molecular structure, C47H47AsF9N5P2Sc from the OMol25 dataset. Energies are from ωB97M-V with the def2-TZVPD basis set.

E: -6670.765257 Ha
HOMO energy: -10.2 eV
lowest unoccupied orbital energy: -2.790 eV
gap between HOMO and LUMO: 7.373 eV
energy relative to the best compared isomer or geometry (same formula, charge and spin): 0.0000 eV

ORCA input file:
```
! wB97M-V def2-TZVPD RIJCOSX def2/J DEFGRID3
* xyz 1 1
Sc 12.69 17.23 13.60
F 12.69 18.91 14.45
F 14.71 14.98 14.52
C 14.40 16.31 14.92
F 14.02 16.25 16.26
C 15.73 17.04 15.18
F 15.51 18.27 15.58
F 16.50 16.36 16.08
F 16.54 17.09 14.11
F 10.08 24.48 7.52
C 9.49 23.24 7.53
F 8.22 23.44 7.78
F 9.51 22.78 6.22
C 10.11 22.24 8.46
C 9.33 21.67 9.43
C 9.85 20.60 10.22
C 11.10 20.10 10.08
C 11.92 20.76 9.07
C 11.44 21.77 8.24
C 11.69 19.03 10.86
C 12.22 18.20 11.58
H 8.38 22.09 9.65
H 9.19 20.19 10.99
H 12.95 20.50 8.95
H 12.05 22.23 7.44
C 17.46 16.20 10.11
N 16.65 14.93 10.54
C 15.68 14.50 9.38
N 14.90 15.64 9.02
C 15.73 16.72 8.62
N 16.56 17.26 9.71
C 15.80 17.74 10.86
P 14.71 16.53 11.62
C 15.92 15.16 11.81
C 13.91 15.97 10.06
H 18.10 15.90 9.30
H 18.05 16.51 11.01
H 17.32 14.16 10.70
H 15.07 13.69 9.78
H 16.32 14.14 8.57
H 15.05 17.52 8.23
H 16.45 16.40 7.84
H 15.16 18.63 10.56
H 16.46 18.07 11.61
H 15.40 14.22 12.03
H 16.58 15.28 12.70
H 13.25 16.81 9.69
H 13.28 15.09 10.24
C 10.22 15.04 16.26
C 11.39 14.99 17.25
As 11.46 13.61 18.68
C 9.53 13.70 19.01
C 8.54 12.93 18.42
C 7.24 13.17 18.76
C 6.86 14.15 19.65
C 7.81 14.99 20.20
C 9.15 14.72 19.94
C 11.78 11.89 17.69
C 12.55 11.87 16.53
C 12.96 10.66 15.93
C 12.61 9.49 16.57
C 11.91 9.48 17.75
C 11.52 10.67 18.35
P 10.30 16.74 15.48
C 9.03 16.68 14.23
C 8.99 17.80 13.37
C 8.22 17.78 12.24
C 7.39 16.72 11.97
C 7.39 15.64 12.80
C 8.14 15.66 13.98
C 9.65 17.80 16.83
C 8.41 17.64 17.43
C 8.09 18.32 18.60
C 8.98 19.20 19.13
C 10.26 19.34 18.58
C 10.56 18.65 17.41
H 9.25 14.90 16.82
H 10.25 14.27 15.41
H 11.44 15.89 17.88
H 12.37 15.02 16.73
H 8.83 12.19 17.71
H 6.45 12.58 18.30
H 5.83 14.41 19.86
H 7.51 15.80 20.90
H 9.96 15.28 20.37
H 12.81 12.80 16.11
H 13.60 10.63 15.07
H 12.99 8.58 16.16
H 11.81 8.56 18.31
H 11.08 10.65 19.34
H 9.61 18.70 13.57
H 8.14 18.66 11.55
H 6.84 16.74 11.06
H 6.89 14.70 12.52
H 7.99 14.86 14.67
H 7.71 16.93 16.94
H 7.04 18.24 18.97
H 8.73 19.73 20.06
H 11.04 19.88 19.13
H 11.52 18.72 16.93
C 10.76 11.82 13.14
N 11.02 13.23 12.92
C 10.34 13.99 12.03
C 10.84 15.28 12.08
N 11.83 15.26 13.01
C 11.91 14.04 13.54
H 9.68 11.69 13.17
H 11.21 11.51 14.09
H 11.17 11.22 12.25
H 9.60 13.51 11.38
H 10.53 16.22 11.58
H 12.59 13.76 14.31
*
```